[1]
Density functional theory data (wB97M-V/def2-TZVPD) for a molecular structure, CH3MgOTl.

Geometry as XYZ:
```
7
CH3MgOTl, DFT wB97M-V/def2-TZVPD
Tl -0.213 -0.348 1.168
Mg 2.820 2.146 1.915
O -1.101 0.917 -0.613
C -2.193 1.239 -1.074
H 0.991 1.375 0.956
H -3.039 1.413 -0.385
H -2.301 1.504 -2.139
```

Output
**2S+1**: 2
**Net charge**: +1
**F_max**: 2.19 eV/A
**E**: -13262.19695 eV

---

[2]
Density functional theory data (wB97M-V/def2-TZVPD) for C22H21BrO5 in the gas phase.

Geometry as XYZ:
```
49
C22H21BrO5, DFT wB97M-V/def2-TZVPD
Br 8.486 -0.836 -0.866
O 5.989 0.756 0.235
O 0.375 -1.361 -1.697
O 0.046 1.564 2.370
O -8.214 -1.112 -0.175
O -2.208 -1.564 -1.830
C -6.308 0.318 0.425
C -4.668 -1.881 0.183
C 0.830 0.912 3.422
C 4.194 -0.643 0.648
C -3.153 -0.795 -2.575
C 2.397 1.285 -0.341
C -4.925 0.473 0.624
C -1.691 -0.882 -0.711
C 1.860 0.223 0.288
C -2.486 -0.303 0.374
C -1.783 0.510 1.300
C -0.398 0.675 1.399
C 3.789 1.482 -0.425
C 7.693 0.880 -1.576
C -6.855 -0.967 0.064
C -0.253 -0.723 -0.644
C 0.359 0.024 0.365
C 2.772 -0.743 0.930
C -6.036 -2.044 -0.064
C -4.060 -0.604 0.479
C 4.671 0.576 0.115
C 6.807 1.600 -0.548
H 8.596 1.634 -1.769
H 7.116 0.736 -2.516
H 1.795 1.947 -0.963
H 4.941 -1.398 0.930
H -6.965 1.155 0.548
H -6.447 -2.972 -0.271
H -8.368 -1.976 -0.553
H 1.942 1.091 3.390
H 0.674 -0.100 3.471
H -3.458 -1.474 -3.425
H -4.482 1.475 0.817
H 4.129 2.279 -0.994
H 0.361 1.249 4.392
H 2.451 -1.575 1.406
H -2.262 1.030 2.040
H 6.322 2.470 -1.047
H -0.255 -1.475 -2.421
H -4.039 -0.392 -2.054
H 7.472 2.047 0.095
H -3.996 -2.669 0.318
H -2.757 0.101 -3.165
```

Output
**SMILES string**: COc1cc(-c2ccc(O)cc2)c(OC)c(O)c1-c1ccc(OCCBr)cc1
**Energy relative to the best compared isomer or geometry (same formula, charge and spin)**: 0.552 eV
**Net charge**: 0
**F_max**: 5.95 eV/A
**E**: -103430.58444 eV

---

[3]
Density functional theory data (wB97M-V/def2-TZVPD) for a molecular structure, C26H24BrCoN3O7PS.

Geometry as XYZ:
```
64
C26H24BrCoN3O7PS, DFT wB97M-V/def2-TZVPD
Br 0.321 -0.066 3.584
Co 0.417 0.149 0.998
S -0.633 -4.935 -0.924
P -2.527 0.581 1.496
O -0.027 2.218 0.898
O 0.489 -5.197 -1.805
O -0.616 -1.510 0.660
O -1.999 -4.421 -1.968
O 0.428 3.244 -4.786
O -0.404 3.926 -0.484
O -0.123 4.418 -2.979
N -0.330 -3.588 -0.114
N 0.785 0.919 -3.292
N 0.627 0.573 -1.144
C 0.329 1.880 -1.384
C 4.955 0.417 4.112
C -2.168 -3.117 -2.226
C -3.653 -0.894 1.538
C 4.138 0.377 5.205
C 2.469 0.050 1.294
C 4.757 0.171 0.431
C -0.867 -2.400 -0.194
C 5.283 0.311 1.684
C 0.428 2.123 -2.739
C -1.740 -2.098 -1.362
C -2.028 -0.776 -1.690
C -2.685 -0.444 -2.857
C -3.082 -1.454 -3.722
C 1.276 -1.404 -2.538
C -3.581 1.686 0.443
C 3.373 0.041 0.249
C -0.060 2.754 -0.232
C 2.755 0.232 5.035
C 2.239 0.139 3.771
C -3.001 1.306 3.136
C -2.827 -2.773 -3.409
C 3.026 0.168 2.601
C 0.893 0.008 -2.303
C 4.434 0.304 2.806
C 0.241 3.317 -3.586
H 6.349 0.424 1.831
H -2.620 0.672 3.934
H -4.668 -0.622 1.829
H -3.672 -1.354 0.552
H -3.129 -3.569 -4.072
H -3.253 -1.620 2.243
H 4.542 0.454 6.204
H -3.658 1.276 -0.562
H -4.084 1.400 3.223
H -2.877 0.592 -3.103
H 2.237 -1.466 -3.049
H -3.596 -1.213 -4.644
H -0.255 4.291 -1.955
H 5.407 0.162 -0.434
H -1.721 -0.012 -0.992
H 6.024 0.532 4.230
H -4.582 1.795 0.859
H 2.100 0.190 5.889
H -2.542 2.288 3.226
H 3.021 -0.067 -0.767
H 0.527 -1.897 -3.159
H -3.100 2.661 0.387
H 0.898 0.780 -4.285
H 1.339 -1.929 -1.589
```

Output
**2S+1**: 2
**Energy relative to the best compared isomer or geometry (same formula, charge and spin)**: 1.531 eV
**Net charge**: -1
**F_max**: 1.42 eV/A
**E**: -173952.21286 eV

---

[4]
Density functional theory data (wB97M-V/def2-TZVPD) for a molecular structure, C27H24AuN4O3PTe.

Geometry as XYZ:
```
61
C27H24AuN4O3PTe, DFT wB97M-V/def2-TZVPD
Au -0.962 0.373 0.240
Te -4.598 3.101 -0.216
P -2.760 2.499 1.088
O -2.348 3.571 2.176
O -2.639 1.122 1.689
O -1.363 2.350 0.145
N -1.509 1.043 -6.939
N 1.167 0.341 1.105
N 5.714 -7.372 1.579
N -1.004 -1.574 0.185
C -1.191 0.317 -1.697
C 4.064 -5.381 1.305
C 3.322 0.828 1.657
C 2.827 -3.891 -0.112
C -0.422 -3.738 0.278
C 2.004 1.313 1.405
C -2.512 0.741 -3.593
C 3.262 -0.528 1.493
C 0.073 -2.431 0.435
C 3.705 -4.953 0.032
C -1.764 -3.661 -0.067
C 0.255 3.046 -1.546
C -0.122 0.379 -3.794
C 1.909 -0.840 1.140
C -1.360 0.661 -4.369
C -2.081 -2.306 -0.124
C 1.384 -2.088 0.853
C -3.751 5.286 3.128
C -0.931 3.448 -0.711
C 2.318 -3.247 1.011
C 3.550 -4.748 2.432
C -0.023 0.197 -2.421
C -2.442 0.542 -2.217
C -1.443 0.874 -5.804
C 4.985 -6.493 1.459
C -2.666 4.982 2.131
C 2.681 -3.679 2.281
H 0.928 -0.014 -1.950
H -2.972 5.265 1.125
H 4.183 1.422 1.922
H -1.741 5.503 2.375
H -3.331 0.612 -1.604
H 4.111 -5.452 -0.838
H 0.761 0.308 -4.415
H -3.467 0.964 -4.051
H -1.781 3.733 -1.330
H -0.684 4.282 -0.054
H 0.640 3.924 -2.066
H -4.649 4.716 2.887
H 2.539 -3.554 -1.100
H -0.021 2.302 -2.290
H 4.072 -1.236 1.585
H -3.431 5.031 4.139
H 1.058 2.639 -0.929
H -3.995 6.350 3.093
H 0.155 -4.635 0.438
H 1.658 2.338 1.457
H -3.026 -1.837 -0.356
H 3.833 -5.092 3.417
H -2.446 -4.476 -0.247
H 2.279 -3.177 3.153
```

Output
**Energy relative to the best compared isomer or geometry (same formula, charge and spin)**: 1.643 eV
**Net charge**: 0
**F_max**: 2.07 eV/A
**E**: -60763.91693 eV